Record 1
Below is the molecule C11H18N5O8P, with properties calculated with ωB97M-V/def2-TZVPD.

CARTESIAN COORDINATES (ANGSTROEM)
P: 4.508 -1.573 1.242
O: 5.295 -0.720 2.262
O: -2.141 0.603 2.044
O: 3.202 -0.776 0.637
O: 5.359 -1.976 -0.047
O: 4.151 -2.789 2.010
O: 0.358 -1.844 -0.643
O: 0.280 -4.545 0.003
O: -3.623 3.923 -0.384
N: 0.114 3.931 -2.930
N: -1.791 3.985 -1.674
N: -3.465 1.148 0.220
N: -0.978 0.016 -0.721
N: -0.388 2.121 -1.626
C: -2.641 3.302 -0.842
C: 0.371 -0.445 -0.472
C: -4.827 1.008 -0.314
C: -0.747 3.347 -2.049
C: -3.242 0.641 1.477
C: -2.448 1.894 -0.476
C: 0.880 -0.261 0.930
C: 1.454 -2.407 0.120
C: -1.258 1.356 -0.893
C: 0.944 -3.610 0.895
C: 1.944 -1.326 1.061
H: 0.181 1.597 -2.272
H: 1.066 0.057 -1.131
H: -4.103 0.151 1.937
H: 0.085 -0.435 1.650
H: 1.802 -4.118 1.377
H: 2.252 -2.749 -0.542
H: 1.996 -1.630 2.098
H: -1.690 -0.441 -0.140
H: 0.252 -3.345 1.647
H: 1.093 3.728 -2.804
H: -4.968 -0.030 -0.644
H: -4.937 1.620 -1.233
H: -0.304 -4.064 -0.606
H: 1.192 0.779 1.067
H: -0.193 4.869 -3.197
H: 5.035 -1.192 3.056
H: 5.513 -1.139 -0.502
H: -5.585 1.337 0.409

The calculation puts the HOMO energy at -0.313 hartree. As for the HOMO-LUMO gap: 8.42 eV. The calculation puts the molar mass at 379.3 g/mol. The SMILES is CN(C=O)c1c(N[C@H]2C[C@H](OP(=O)(O)O)[C@@H](CO)O2)[nH]c(N)nc1=O. As for the total energy: -44821.3369 eV. For the lowest unoccupied orbital energy, the calculation gives -0.0038 Eh.

=====

Record 2
Below is the ion C11H18NO2 with charge +1, with properties calculated with ωB97M-V/def2-TZVPD.

CARTESIAN COORDINATES (ANGSTROEM)
O: 0.572 -0.248 -2.534
O: 1.261 -1.919 -1.123
N: 0.623 1.606 -0.667
C: 0.714 0.226 -0.188
C: -2.945 -0.947 0.512
C: -1.570 -1.047 -0.214
C: 0.411 2.636 0.363
C: 0.449 1.889 1.648
C: -0.791 0.938 1.481
C: -0.420 -0.326 0.658
C: 1.400 -2.930 -2.193
C: 1.795 0.241 0.801
C: 1.685 1.077 1.848
C: 0.835 -0.698 -1.431
H: -1.617 -0.645 -1.254
H: 0.655 -2.854 -2.910
H: 0.217 2.570 2.449
H: 1.555 1.770 -1.067
H: 0.154 -1.134 1.171
H: -1.348 -2.058 -0.356
H: 1.242 -3.829 -1.710
H: -0.478 3.149 0.110
H: 2.267 -2.776 -2.788
H: -3.291 0.121 0.501
H: 2.662 -0.468 0.646
H: 2.188 1.170 2.720
H: -3.645 -1.531 -0.099
H: -2.888 -1.254 1.522
H: 1.187 3.373 0.156
H: -0.078 1.677 -1.425
H: -1.548 1.530 0.956
H: -1.253 0.688 2.415

Its net charge is +1. The calculation puts the HOMO energy at -0.502 hartree. As for the HOMO-LUMO gap: 10.73 eV. The calculation puts the molar mass at 196.3 g/mol. The SMILES is CC[C@@H]1C[C@H]2C=C[C@]1(C(=O)OC)[NH2+]C2. As for the total energy: -17276.0646 eV. For the lowest unoccupied orbital energy, the calculation gives -0.1075 Eh.

=====

Record 3
Below is a cluster of 2 separate species, C11H18O in total, with properties calculated with ωB97M-V/def2-TZVPD.

CARTESIAN COORDINATES (ANGSTROEM)
O: -2.750 -0.521 -1.854
C: 0.220 0.881 1.888
C: -1.780 -0.530 2.434
C: -1.396 -0.267 -1.900
C: 0.894 -0.638 -2.297
C: -0.402 -1.171 -2.101
C: -0.387 -0.490 1.769
C: 0.140 1.557 -1.619
C: 1.139 0.679 -2.041
C: -1.162 1.125 -1.714
C: 0.501 -1.493 2.566
C: 2.592 1.151 -1.895
H: -2.176 -1.525 2.611
H: -0.503 -2.237 -2.341
H: 0.357 2.618 -1.295
H: -1.973 1.845 -1.636
H: 1.165 1.141 1.388
H: 0.965 -2.153 1.847
H: -0.505 1.684 1.686
H: -1.711 -0.116 3.432
H: -2.904 -1.433 -2.135
H: -0.438 -0.778 0.728
H: 2.643 2.200 -1.635
H: 3.336 0.673 -1.171
H: -2.448 -0.057 1.708
H: 0.638 1.119 2.852
H: 1.653 -1.189 -2.868
H: -0.087 -2.057 3.286
H: 1.312 -1.096 3.176
H: 3.066 1.076 -2.867

The calculation puts the HOMO energy at -0.310 hartree. As for the HOMO-LUMO gap: 9.24 eV. The calculation puts the molar mass at 166.3 g/mol. The SMILES is Cc1ccc(O)cc1.CC(C)C. As for the total energy: -13745.2845 eV. For the lowest unoccupied orbital energy, the calculation gives 0.0299 Eh.

=====

Record 4
Below is the molecule C11H18O6S, with properties calculated with ωB97M-V/def2-TZVPD.

CARTESIAN COORDINATES (ANGSTROEM)
S: -3.845 0.442 -0.210
O: -5.174 0.662 -0.277
O: 0.150 -1.809 -1.430
O: 1.031 1.470 -1.028
O: -3.271 1.082 -1.595
O: 0.141 1.806 1.379
O: 1.091 -0.977 0.500
C: 0.182 -1.009 -0.570
C: -3.239 -1.546 -0.428
C: -2.770 0.904 0.924
C: 3.278 2.270 -0.011
C: -0.685 0.183 -0.301
C: 3.313 -2.009 -0.591
C: -2.317 -1.321 0.758
C: 2.076 2.727 -0.726
C: 0.177 1.263 0.213
C: 1.980 -2.156 0.242
C: -1.660 -0.093 1.098
H: -1.609 -2.341 0.748
H: 2.336 -2.565 1.446
H: 4.012 -2.567 -0.515
H: 1.510 3.473 -0.127
H: 2.241 3.207 -1.760
H: 3.651 1.432 -0.707
H: -2.704 -1.414 -1.407
H: 2.904 -1.574 -1.353
H: -3.442 0.954 2.073
H: -2.374 2.033 0.904
H: -1.025 -0.103 1.933
H: 3.777 -0.999 -0.135
H: 3.890 2.982 -0.036
H: 1.615 -3.262 -0.078
H: -4.167 -2.010 -0.507
H: 3.081 2.072 0.935
H: -1.117 0.510 -1.153
H: -3.037 -1.716 1.790

The calculation puts the HOMO energy at -0.341 hartree. As for the HOMO-LUMO gap: 9.71 eV. The calculation puts the molar mass at 278.3 g/mol. The SMILES is CCOC(=O)C(C(=O)OCC)[C@@H]1CCS(=O)(=O)C1. As for the total energy: -34807.3025 eV. For the lowest unoccupied orbital energy, the calculation gives 0.0156 Eh.

=====

F_max readings, ordered: 0.08647 0.09245 0.06489 0.28670 hartree/bohr